2 unconnected molecules or ions with the total composition C6H18N2O in a non-equilibrium geometry. Source: OMol25; level of theory: the ωB97M-V functional and the def2-TZVPD basis.

Last column: Löwdin charge in e.
Atoms and positions in Å:
C  2.414  0.514  -2.320  -0.120
C  1.731  0.425  -0.964  -0.266
C  1.151  -0.951  -0.636  -0.189
C  -0.009  -0.896  0.353  -0.424
C  -0.299  -2.299  0.890  -0.061
N  -1.152  -0.318  -0.354  -0.036
C  -2.350  -0.035  0.409  -0.326
N  -2.920  1.300  0.233  -0.001
H  3.069  1.375  -2.415  0.061
H  3.047  -0.361  -2.528  0.072
H  1.707  0.592  -3.144  0.067
H  2.431  0.697  -0.168  0.102
H  0.914  1.145  -0.925  0.094
H  1.939  -1.592  -0.242  0.112
H  0.788  -1.501  -1.511  0.117
H  0.173  -0.214  1.175  0.113
H  0.576  -2.692  1.410  0.076
H  -1.115  -2.260  1.607  0.064
H  -0.612  -2.960  0.086  0.079
H  -1.374  -0.757  -1.236  0.111
H  -2.144  -0.130  1.469  0.106
H  -3.145  -0.743  0.182  0.109
H  -2.219  1.991  0.472  0.054
H  -3.174  1.442  -0.737  0.055
O  1.080  1.851  2.082  -0.050
H  0.779  1.765  2.990  0.040
H  1.143  2.795  1.912  0.042

frontier orbital gap: 9.0 eV
SMILES: CCC[C@H](C)NCN.O

2 unconnected molecules or ions with the total composition C6H18N3O3P in a non-equilibrium geometry. Source: OMol25; level of theory: the ωB97M-V functional and the def2-TZVPD basis.

Last column: Löwdin charge in e.
Atoms and positions in Å:
C  -1.013  2.008  1.271  -0.156
O  -0.026  1.110  0.906  -0.254
N  0.335  1.318  -0.532  -0.362
C  1.480  2.112  -0.550  -0.209
P  0.511  -0.252  -1.374  0.997
N  1.657  -1.110  -0.463  -0.391
C  1.197  -2.352  0.102  -0.146
O  2.822  -1.348  -1.330  -0.270
C  3.941  -0.597  -0.985  -0.138
H  -0.600  3.043  1.303  0.085
H  -1.294  1.549  2.269  0.113
H  -1.849  2.053  0.622  0.042
H  2.236  1.766  0.173  0.080
H  1.908  2.266  -1.539  0.080
H  1.162  3.122  -0.153  0.090
H  -0.534  -0.888  -0.786  -0.079
H  2.139  -2.815  0.400  0.090
H  0.696  -2.225  1.103  0.094
H  0.522  -2.902  -0.502  0.054
H  4.326  -0.723  0.073  0.106
H  3.693  0.426  -1.178  0.038
H  4.686  -0.802  -1.821  0.111
C  -3.936  0.568  -1.003  -0.010
N  -3.108  0.010  -0.245  -0.062
O  -3.493  -1.052  0.504  -0.168
C  -2.385  -1.484  1.333  -0.079
H  -3.868  1.571  -1.224  0.046
H  -4.897  0.167  -1.180  0.064
H  -2.752  -1.638  2.415  0.111
H  -1.694  -0.596  1.512  0.067
H  -1.862  -2.307  0.876  0.057

frontier orbital gap: 9.7 eV
SMILES: CON(C)PN(C)OC.C=NOC

A molecular structure, C6H18NNaO6S3 in a non-equilibrium geometry. Source: OMol25; level of theory: the ωB97M-V functional and the def2-TZVPD basis.

Last column: Löwdin charge in e.
Atoms and positions in Å:
Na  2.003  -0.038  -0.419  0.465
N  4.764  -0.811  -1.665  -0.649
O  4.486  -1.474  -0.592  -0.123
O  5.928  -0.871  -2.107  -0.036
O  3.919  -0.172  -2.185  -0.023
C  1.018  2.959  1.502  -0.239
S  1.250  3.442  -0.268  0.892
O  2.188  2.392  -0.828  -0.565
C  -0.438  2.945  -0.864  -0.234
H  1.347  3.727  2.202  0.049
H  1.286  1.921  1.696  0.023
H  -0.032  2.847  1.774  0.044
H  -0.719  2.997  -1.916  0.059
H  -1.194  3.431  -0.248  0.049
H  -0.342  1.913  -0.528  0.000
C  -2.622  -0.092  -3.308  -0.224
S  -1.127  -0.932  -2.583  0.899
O  -0.851  -0.109  -1.331  -0.597
C  -1.867  -2.493  -1.925  -0.247
H  -2.400  0.527  -4.178  0.054
H  -3.258  0.267  -2.499  0.060
H  -3.240  -0.913  -3.671  0.034
H  -2.682  -2.300  -1.227  0.049
H  -1.161  -3.127  -1.388  0.054
H  -2.414  -2.995  -2.724  0.045
C  -1.407  -1.816  2.163  -0.262
S  0.336  -1.448  2.269  0.917
O  0.663  -0.205  1.468  -0.581
C  0.414  -0.988  4.099  -0.194
H  -1.935  -1.728  3.113  0.053
H  -1.581  -2.746  1.621  0.045
H  -1.865  -1.252  1.351  0.048
H  0.541  0.088  4.223  0.057
H  1.339  -1.554  4.208  0.029
H  -0.348  -1.392  4.766  0.050

frontier orbital gap: 7.0 eV